Entry 1:
{
  "formula": "C52H109N6O6",
  "method": "ωB97M-V/def2-TZVPD",
  "homo_energy_ev": [-14.7, -15.7],
  "spin_multiplicity": 2,
  "fmax_ev_per_a": 9.8,
  "charge": 4,
  "s_squared": 0.75,
  "e_tot_ha": -2824.9244,
  "symbols": ["C", "C", "C", "C", "C", "C", "N", "O", "C", "C", "C", "H", "H", "H", "H", "H", "H", "H", "H", "H", "H", "H", "H", "H", "H", "H", "H", "H", "H", "C", "C", "C", "C", "C", "C", "N", "O", "C", "C", "C", "H", "H", "H", "H", "H", "H", "H", "H", "H", "H", "H", "H", "H", "H", "H", "H", "H", "H", "C", "C", "C", "C", "C", "C", "N", "O", "C", "C", "C", "H", "H", "H", "H", "H", "H", "H", "H", "H", "H", "H", "H", "H", "H", "H", "H", "H", "H", "C", "C", "C", "N", "C", "C", "C", "C", "C", "H", "H", "H", "H", "H", "H", "H", "H", "H", "H", "H", "H", "H", "H", "H", "H", "H", "H", "C", "C", "C", "N", "C", "C", "C", "C", "C", "H", "H", "H", "H", "H", "H", "H", "H", "H", "H", "H", "H", "H", "H", "H", "H", "H", "H", "C", "C", "C", "N", "C", "C", "C", "C", "C", "H", "H", "H", "H", "H", "H", "H", "H", "H", "H", "H", "H", "H", "H", "H", "H", "H", "H", "O", "C", "O", "O", "H"],
  "positions_angstrom": [[9.5924, 1.6976, -20.9374], [8.3809, 2.1918, -20.0964], [8.9409, 2.3957, -18.6542], [9.9600, 3.5176, -18.4699], [9.2830, 4.8380, -18.7374], [8.5794, 4.8670, -20.1473], [7.8125, 3.6202, -20.4983], [7.1775, 3.6161, -21.7291], [9.7583, 5.1644, -21.1532], [7.6076, 5.9599, -20.0539], [7.2592, 1.1734, -20.1047], [10.5563, 2.1970, -20.8388], [9.3217, 1.6683, -21.9928], [9.8140, 0.6807, -20.6134], [9.3718, 1.4489, -18.3288], [8.1010, 2.5706, -17.9818], [10.7747, 3.4411, -19.1900], [10.4014, 3.4418, -17.4762], [10.0358, 5.5947, -18.5165], [8.5566, 4.9237, -17.9293], [9.3511, 5.2338, -22.1619], [10.5049, 4.3709, -21.1869], [10.1803, 6.1622, -21.0331], [6.7608, 5.6924, -19.4218], [7.1211, 6.2880, -20.9724], [8.0803, 6.8406, -19.6191], [7.6155, 0.1819, -19.8254], [6.6880, 0.9851, -21.0138], [6.4448, 1.4676, -19.4427], [14.0691, 8.9650, -24.9628], [13.5850, 9.9706, -26.1061], [12.8979, 11.2154, -25.4754], [13.8010, 12.2058, -24.7993], [14.8573, 12.7807, -25.8021], [15.7326, 11.6753, -26.4849], [14.8260, 10.4637, -26.8889], [15.1800, 9.6069, -27.9696], [16.8460, 11.1753, -25.6176], [16.2234, 12.2770, -27.7714], [12.6068, 9.1694, -27.0874], [14.6218, 8.1125, -25.3577], [13.1905, 8.5222, -24.4937], [14.6830, 9.4417, -24.1986], [12.2253, 10.7569, -24.7505], [12.2022, 11.7039, -26.1577], [14.3267, 11.6878, -23.9972], [13.2448, 13.0695, -24.4349], [15.4472, 13.4869, -25.2177], [14.3267, 13.3740, -26.5469], [17.4309, 10.4086, -26.1257], [16.5054, 10.6834, -24.7065], [17.5106, 11.9488, -25.2328], [15.4518, 12.6043, -28.4682], [16.9209, 11.5414, -28.1721], [16.8885, 13.1146, -27.5616], [13.0760, 8.2265, -27.3684], [12.3536, 9.6616, -28.0265], [11.7171, 9.0054, -26.4796], [8.2937, 15.1165, -28.2916], [7.7368, 14.8840, -26.8458], [6.2885, 14.3396, -27.0340], [6.1025, 12.8414, -27.3909], [6.8471, 12.1313, -26.2887], [8.3588, 12.4365, -26.1844], [8.5293, 13.9342, -26.0334], [9.8172, 14.3783, -25.8477], [9.1897, 11.8715, -27.4168], [8.9817, 11.6901, -24.9142], [7.6336, 16.3184, -26.1716], [7.5551, 15.6468, -28.8927], [8.4907, 14.1519, -28.7594], [9.2255, 15.6812, -28.3236], [5.7956, 14.9092, -27.8218], [5.6927, 14.3595, -26.1214], [6.4687, 12.5018, -28.3598], [5.0321, 12.6495, -27.3167], [6.7625, 11.0637, -26.4919], [6.3741, 12.3493, -25.3312], [10.1772, 12.3329, -27.4259], [8.7432, 12.1675, -28.3661], [9.4251, 10.8072, -27.4145], [9.9366, 12.1198, -24.6114], [9.1802, 10.6763, -25.2622], [8.2051, 11.6569, -24.1501], [8.6524, 16.6844, -26.0444], [7.1560, 16.2057, -25.1983], [7.0380, 17.0354, -26.7368], [9.6734, 8.9540, -16.5918], [9.6536, 9.2638, -18.1241], [10.3107, 10.6435, -18.3578], [10.8458, 10.7907, -19.8570], [9.6852, 10.6417, -20.8884], [11.4209, 12.2715, -20.0162], [12.5900, 12.1918, -20.9844], [12.6720, 10.7162, -21.3449], [12.0670, 9.9694, -20.1489], [10.6567, 8.6506, -16.2323], [8.9599, 8.1510, -16.4069], [9.2048, 9.7760, -16.0505], [8.6106, 9.3246, -18.4348], [10.1433, 8.4577, -18.6704], [11.2577, 10.8299, -17.8514], [9.6014, 11.4706, -18.3888], [9.2343, 9.6496, -20.8662], [9.8765, 11.0034, -21.8986], [8.8732, 11.2827, -20.5452], [10.5475, 12.7459, -20.4636], [11.7325, 12.6809, -19.0553], [12.3996, 12.7999, -21.8688], [13.4984, 12.6690, -20.6166], [12.2255, 10.5320, -22.3221], [13.7055, 10.4384, -21.5520], [11.8120, 8.9263, -20.3361], [12.7946, 9.9722, -19.3373], [12.9062, 6.5100, -22.1172], [14.2349, 5.7280, -22.3448], [14.2153, 4.2737, -21.7149], [15.6413, 3.6447, -21.5959], [16.5850, 4.6288, -20.7776], [16.4023, 3.3901, -22.9887], [16.9953, 1.9559, -22.8913], [16.0612, 1.2240, -21.9992], [15.5472, 2.1922, -20.9672], [12.0786, 6.0760, -22.6782], [12.9754, 7.4303, -22.6971], [12.7548, 6.5113, -21.0377], [14.9781, 6.3574, -21.8553], [14.4189, 5.6668, -23.4174], [13.5988, 3.5562, -22.2564], [13.8182, 4.3667, -20.7041], [17.5090, 4.0679, -20.6371], [16.0949, 4.9559, -19.8605], [16.7653, 5.6080, -21.2211], [17.2234, 4.0858, -23.1619], [15.6642, 3.5786, -23.7683], [18.0550, 2.0241, -22.6456], [16.9773, 1.4364, -23.8494], [16.7008, 0.4806, -21.5233], [15.2770, 0.7436, -22.5844], [16.0539, 2.1835, -20.0022], [14.4832, 1.9745, -20.8741], [4.6899, 3.9835, -24.4159], [6.0089, 4.7180, -24.8626], [5.6867, 5.3431, -26.2241], [6.8060, 6.2495, -26.8140], [6.9198, 7.5398, -25.9515], [6.4860, 6.5842, -28.2952], [7.8736, 6.9634, -28.8123], [8.9611, 6.1048, -28.0920], [8.1308, 5.4326, -26.9955], [4.8498, 3.8908, -23.3417], [4.6973, 2.9628, -24.7983], [3.7190, 4.4041, -24.6776], [6.8593, 4.0632, -25.0523], [6.2741, 5.4318, -24.0827], [4.7520, 5.9021, -26.1804], [5.6439, 4.5545, -26.9753], [7.8762, 8.0420, -26.0971], [6.9008, 7.1045, -24.9524], [6.0132, 8.0998, -26.1808], [5.8485, 7.4662, -28.2337], [6.0664, 5.6614, -28.6958], [8.1332, 8.0150, -28.6901], [7.9170, 6.8730, -29.8977], [9.7336, 6.7912, -27.7453], [9.3709, 5.2843, -28.6810], [8.6668, 5.5924, -26.0600], [7.8257, 4.4425, -27.3341], [10.8048, 8.9963, -23.6014], [9.9364, 8.0667, -23.7673], [10.4340, 7.3163, -24.6046], [8.8825, 7.9189, -23.1900], [11.0628, 8.4268, -24.3299]],
  "mulliken_spin": [0.00, 0.00, 0.00, 0.00, 0.00, 0.00, 0.00, 0.00, 0.00, 0.00, 0.00, 0.00, 0.00, 0.00, 0.00, 0.00, 0.00, 0.00, 0.00, 0.00, 0.00, 0.00, 0.00, 0.00, 0.00, 0.00, 0.00, 0.00, 0.00, 0.00, 0.00, 0.00, 0.00, 0.00, 0.00, 0.00, 0.00, 0.00, 0.00, 0.00, 0.00, 0.00, 0.00, 0.00, 0.00, 0.00, 0.00, 0.00, 0.00, 0.00, 0.00, 0.00, 0.00, 0.00, 0.00, 0.00, 0.00, 0.00, 0.03, 0.02, 0.01, -0.01, 0.00, 0.01, 0.37, 0.56, 0.02, 0.00, 0.01, 0.00, 0.00, 0.00, 0.00, 0.00, 0.00, 0.00, 0.00, -0.01, -0.01, 0.00, 0.00, 0.01, 0.00, 0.00, 0.00, 0.00, 0.00, 0.00, 0.00, 0.00, 0.00, 0.00, 0.00, 0.00, 0.00, 0.00, 0.00, 0.00, 0.00, 0.00, 0.00, 0.00, 0.00, 0.00, 0.00, 0.00, 0.00, 0.00, 0.00, 0.00, 0.00, 0.00, 0.00, 0.00, 0.00, 0.00, 0.00, 0.00, 0.00, 0.00, 0.00, 0.00, 0.00, 0.00, 0.00, 0.00, 0.00, 0.00, 0.00, 0.00, 0.00, 0.00, 0.00, 0.00, 0.00, 0.00, 0.00, 0.00, 0.00, 0.00, 0.00, 0.00, 0.00, 0.00, 0.00, 0.00, 0.00, 0.00, 0.00, 0.00, 0.00, 0.00, 0.00, 0.00, 0.00, 0.00, 0.00, 0.00, 0.00, 0.00, 0.00, 0.00, 0.00, 0.00, 0.00, 0.00, 0.00, 0.00, 0.00, 0.00, 0.00, 0.00, 0.00]
}

Entry 2:
{
  "formula": "C52H110F6N4O3P2",
  "method": "ωB97M-V/def2-TZVPD",
  "homo_energy_ev": [-12.2, -13.3],
  "spin_multiplicity": 2,
  "fmax_ev_per_a": 9.0,
  "charge": 3,
  "s_squared": 0.76,
  "e_tot_ha": -3772.9073,
  "symbols": ["P", "F", "F", "F", "F", "F", "F", "C", "C", "C", "N", "C", "C", "C", "C", "C", "C", "H", "H", "H", "H", "H", "H", "H", "H", "H", "H", "H", "H", "H", "H", "H", "H", "H", "H", "H", "H", "C", "C", "C", "C", "P", "C", "C", "C", "C", "C", "C", "C", "C", "C", "C", "C", "C", "H", "H", "H", "H", "H", "H", "H", "H", "H", "H", "H", "H", "H", "H", "H", "H", "H", "H", "H", "H", "H", "H", "H", "H", "H", "H", "H", "H", "H", "H", "H", "H", "H", "H", "H", "H", "C", "C", "C", "C", "C", "C", "N", "O", "C", "C", "C", "H", "H", "H", "H", "H", "H", "H", "H", "H", "H", "H", "H", "H", "H", "H", "H", "H", "H", "C", "C", "C", "C", "C", "C", "N", "O", "C", "C", "C", "H", "H", "H", "H", "H", "H", "H", "H", "H", "H", "H", "H", "H", "H", "H", "H", "H", "H", "C", "C", "C", "C", "C", "C", "N", "O", "C", "C", "C", "H", "H", "H", "H", "H", "H", "H", "H", "H", "H", "H", "H", "H", "H", "H", "H", "H", "H"],
  "positions_angstrom": [[-2.3855, 0.6494, 0.3102], [-1.0222, 0.2320, 1.2014], [-2.2881, 2.2593, 0.7245], [-1.4513, 1.0556, -0.9873], [-3.5819, 1.0280, -0.6778], [-2.4237, -0.9499, -0.1620], [-3.3730, 0.2510, 1.5221], [-8.1448, 5.6984, -2.9666], [-7.0239, 4.8224, -3.5523], [-7.2179, 3.3267, -3.3266], [-5.9946, 2.4937, -3.7231], [-5.5111, 2.8521, -5.1398], [-4.4229, 1.8336, -5.5747], [-4.9216, 0.3716, -5.4568], [-5.2476, -0.0231, -4.1056], [-6.3149, 0.9826, -3.4758], [-4.8526, 2.8132, -2.7698], [-9.1625, 5.3146, -3.0377], [-8.0576, 6.6004, -3.5724], [-8.0197, 5.9312, -1.9091], [-6.0228, 5.0709, -3.1998], [-6.9772, 5.0130, -4.6244], [-8.0789, 2.9464, -3.8764], [-7.4765, 3.0400, -2.3073], [-6.3635, 2.9617, -5.8103], [-5.0186, 3.8217, -5.0662], [-3.9627, 2.0559, -6.5375], [-3.5541, 1.9246, -4.9227], [-5.7690, 0.2183, -6.1250], [-4.1282, -0.2262, -5.9054], [-5.5953, -1.0555, -4.1425], [-4.3480, -0.0833, -3.4930], [-7.2322, 0.8170, -4.0407], [-6.5886, 0.7605, -2.4443], [-5.1942, 3.3419, -1.8800], [-4.1575, 3.4778, -3.2829], [-4.1785, 1.9664, -2.6412], [4.8317, -5.8038, -2.8891], [5.3891, -4.2756, -2.7297], [5.1513, -3.6093, -1.3431], [5.9135, -2.2751, -1.0795], [5.7201, -1.3793, 0.4917], [3.9648, -0.8618, 0.6343], [2.8033, -1.8101, 1.0568], [1.6497, -0.8711, 1.4856], [1.7938, -0.4181, 2.9280], [5.7983, -2.6892, 1.7774], [7.1659, -3.2495, 1.9286], [7.3277, -4.3389, 2.9485], [6.6909, -4.1983, 4.3349], [6.9680, -0.0544, 0.8796], [7.3724, 0.3508, 2.3283], [6.1921, 1.0048, 3.1780], [6.5108, 1.5043, 4.5597], [5.3905, -6.5223, -2.2894], [5.0047, -6.0934, -3.9256], [3.7910, -5.8565, -2.5693], [5.0202, -3.7072, -3.5834], [6.4484, -4.4173, -2.9442], [5.4204, -4.4449, -0.6970], [4.0883, -3.3702, -1.3731], [5.5170, -1.5655, -1.8056], [6.9864, -2.3067, -1.2693], [3.8936, -0.1976, -0.2270], [4.0879, -0.1213, 1.4247], [3.1052, -2.5301, 1.8175], [2.5268, -2.4875, 0.2489], [0.7226, -1.4383, 1.4035], [1.5514, -0.0908, 0.7309], [2.3155, -1.0812, 3.6181], [0.7548, -0.4039, 3.2570], [2.3167, 0.5383, 2.9334], [5.0752, -3.4403, 1.4594], [5.3784, -2.2704, 2.6919], [7.7885, -2.4391, 2.3077], [7.4463, -3.6873, 0.9706], [8.4016, -4.5236, 2.9224], [6.9422, -5.2685, 2.5297], [7.0673, -4.9779, 4.9973], [5.6082, -4.2489, 4.2195], [6.9126, -3.2439, 4.8124], [6.6536, 0.8445, 0.3493], [7.6723, -0.6329, 0.2817], [8.1758, 1.0835, 2.4031], [7.6393, -0.5432, 2.8919], [5.3636, 0.3228, 3.3693], [5.8313, 1.9716, 2.8270], [6.7985, 2.5525, 4.6412], [7.2956, 0.9018, 5.0169], [5.5819, 1.4744, 5.1292], [-1.7147, -3.3903, 1.7101], [-2.7703, -3.6548, 2.8129], [-2.2772, -3.1499, 4.2224], [-3.3210, -2.7160, 5.2519], [-4.2717, -1.6776, 4.5759], [-5.0577, -2.3082, 3.2805], [-4.0072, -2.8833, 2.3497], [-4.3925, -3.0567, 1.0848], [-6.0394, -1.2157, 2.7043], [-5.9476, -3.3855, 3.6885], [-3.0958, -5.1235, 2.9106], [-1.9811, -3.6369, 0.6823], [-0.8537, -3.9822, 2.0207], [-1.4266, -2.3400, 1.6669], [-1.6944, -2.2580, 3.9921], [-1.5202, -3.8395, 4.5957], [-2.9130, -2.2991, 6.1727], [-3.9186, -3.6010, 5.4700], [-3.6650, -0.8330, 4.2493], [-4.8857, -1.2925, 5.3900], [-6.6688, -1.6278, 1.9156], [-5.5016, -0.3128, 2.4150], [-6.7732, -1.1093, 3.5033], [-6.5270, -3.8445, 2.8874], [-6.6822, -3.0614, 4.4257], [-5.4932, -4.2714, 4.1322], [-2.1802, -5.7136, 2.9483], [-3.6243, -5.4435, 2.0126], [-3.7708, -5.3361, 3.7397], [0.8364, 6.6663, 1.4483], [0.0927, 5.3864, 1.3439], [1.0081, 4.1695, 1.5343], [1.2251, 3.5836, 2.9419], [-0.0673, 3.3385, 3.6402], [-0.8771, 4.7310, 3.7676], [-1.0699, 5.2816, 2.3900], [-2.2154, 6.0487, 2.2110], [-0.2888, 5.8154, 4.7553], [-2.2672, 4.2883, 4.2164], [-0.5850, 5.1925, -0.0889], [0.3343, 7.5646, 1.0891], [1.8399, 6.6779, 1.0228], [1.1398, 6.8839, 2.4724], [1.9645, 4.3555, 1.0457], [0.5103, 3.3303, 1.0484], [1.8597, 4.1820, 3.5955], [1.7758, 2.6472, 2.8516], [0.0317, 2.8453, 4.6071], [-0.5770, 2.6108, 3.0087], [0.0599, 5.4845, 5.7336], [-0.9915, 6.5187, 5.2021], [0.5526, 6.2842, 4.2450], [-2.6825, 3.5831, 3.4964], [-2.9324, 5.1058, 4.4945], [-2.3586, 3.6226, 5.0747], [-1.1687, 4.2966, -0.3007], [0.1981, 5.1573, -0.8462], [-1.1997, 6.0498, -0.3632], [2.6072, 0.6087, -4.3324], [1.8909, -0.3890, -5.1979], [2.5166, -1.8440, -5.2385], [2.2488, -2.8317, -4.0793], [0.7179, -2.9641, -3.9124], [0.0869, -1.4814, -3.5300], [0.5018, -0.4600, -4.5896], [-0.3538, 0.5577, -4.9580], [0.5834, -1.0457, -2.0866], [-1.4529, -1.5608, -3.4902], [1.7159, 0.1388, -6.7135], [3.6327, 0.8244, -4.6323], [2.6919, 0.2465, -3.3079], [2.0406, 1.5394, -4.3024], [3.5658, -1.6326, -5.4448], [2.1447, -2.2980, -6.1571], [2.8765, -2.6697, -3.2030], [2.5480, -3.7975, -4.4865], [0.4788, -3.6795, -3.1256], [0.2098, -3.2628, -4.8293], [0.0973, -1.5900, -1.2770], [0.4071, 0.0203, -1.9432], [1.6625, -1.1363, -1.9619], [-1.9201, -1.8781, -4.4224], [-1.8395, -0.5670, -3.2645], [-1.8022, -2.3399, -2.8126], [1.1764, 1.0810, -6.8107], [1.3244, -0.6725, -7.3272], [2.7156, 0.3481, -7.0941]],
  "mulliken_spin": [-0.01, 0.00, 0.00, 0.00, 0.00, 0.00, 0.00, 0.00, 0.00, 0.00, 0.00, 0.00, 0.00, 0.00, 0.00, 0.00, 0.00, 0.00, 0.00, 0.00, 0.00, 0.00, 0.00, 0.00, 0.00, 0.00, 0.00, 0.00, 0.00, 0.00, 0.00, 0.00, 0.00, 0.00, 0.00, 0.00, 0.00, 0.00, 0.00, 0.00, 0.00, 0.00, 0.00, 0.00, 0.00, 0.00, 0.00, 0.00, 0.00, 0.00, 0.00, 0.00, 0.00, 0.00, 0.00, 0.00, 0.00, 0.00, 0.00, 0.00, 0.00, 0.00, 0.00, 0.00, 0.00, 0.00, 0.00, 0.00, 0.00, 0.00, 0.00, 0.00, 0.00, 0.00, 0.00, 0.00, 0.00, 0.00, 0.00, 0.00, 0.00, 0.00, 0.00, 0.00, 0.00, 0.00, 0.00, 0.00, 0.00, 0.00, 0.00, 0.00, 0.00, 0.00, 0.00, 0.00, 0.00, 0.00, 0.00, 0.00, 0.00, 0.00, 0.00, 0.00, 0.00, 0.00, 0.00, 0.00, 0.00, 0.00, 0.00, 0.00, 0.00, 0.00, 0.00, 0.00, 0.00, 0.00, 0.00, 0.01, -0.03, 0.03, -0.01, 0.07, -0.04, 0.44, 0.56, 0.02, 0.00, 0.01, 0.00, 0.00, 0.00, 0.00, -0.01, 0.00, 0.00, 0.00, -0.03, 0.00, 0.00, 0.00, -0.01, 0.00, 0.00, -0.01, 0.00, 0.00, 0.00, 0.00, 0.00, 0.00, 0.00, 0.00, 0.00, 0.00, 0.00, 0.00, 0.00, 0.00, 0.00, 0.00, 0.00, 0.00, 0.00, 0.00, 0.00, 0.00, 0.00, 0.00, 0.00, 0.00, 0.00, 0.00, 0.00, 0.00, 0.00]
}